Entry 1:
11
Properties=species:S:1:pos:R:3:forces:R:3 method="wB97M-V/def2-TZVPD" total_charge=+1 relative_energy_kcal_mol=58.4 e_tot_ha=-711.9897 spin_multiplicity=1 homo_ev="-12.92 / -12.93" homo_lumo_gap_ev="7.20 / 7.20"
C 0.39236 0.66449 -0.66127 0.0 0.3 -1.6
N -0.47986 1.24105 -0.04900 0.2 -1.1 0.2
N -2.68561 0.05852 -0.01862 1.2 1.7 0.3
N -1.49794 1.88368 0.08556 1.7 2.3 0.5
N -2.69632 1.34237 0.09363 -2.4 -2.8 -0.2
N 1.53867 -0.02926 -0.10180 0.0 -0.2 0.9
S -4.05128 -0.76984 -0.07572 -0.9 -0.1 -0.1
H 2.21073 0.64031 0.31331 -0.1 -0.2 -0.1
H 2.00574 -0.52707 -0.87368 -0.1 0.2 0.3
H 1.26025 -0.70915 0.62685 0.2 0.1 -0.1
H -4.96341 0.24078 -0.00931 0.1 -0.1 0.0

---

Entry 2:
24
Properties=species:S:1:pos:R:3:forces:R:3 method="wB97M-V/def2-TZVPD" relative_energy_kcal_mol=14.7 smiles=Cc1ccc(O)cc1.CC e_tot_ha=-426.5493 spin_multiplicity=1 homo_ev=-8.61 homo_lumo_gap_ev=9.47
C -0.48464 1.48610 -2.06919 0.5 1.0 0.7
C -1.83487 2.13557 -1.68762 0.4 -0.5 -0.4
H -0.52659 0.46118 -2.43224 0.0 0.1 0.1
H 0.09635 2.09469 -2.74979 -0.3 0.1 -0.9
H 0.19010 1.59989 -1.21719 -0.2 -0.9 0.3
H -2.59406 1.35525 -1.59675 -0.1 0.2 0.2
H -2.17119 2.84044 -2.45035 0.0 0.0 0.1
H -1.71775 2.65283 -0.73161 -0.3 0.0 -0.2
C -1.72562 -1.28972 0.09551 -1.4 0.7 1.3
C 2.32299 -0.69758 1.46523 -0.4 0.2 0.2
C 1.25195 -0.49522 2.32221 0.1 0.5 0.3
C 2.06741 -1.21352 0.20137 0.5 -0.4 0.6
C -0.04877 -0.63575 1.87402 -0.6 0.4 -0.5
C 0.76342 -1.45257 -0.17801 -0.2 0.0 -0.8
C -0.34005 -1.06497 0.58402 1.0 -0.6 0.1
O 3.60873 -0.40004 1.85901 0.0 0.3 -0.1
H 1.42480 -0.16860 3.34457 0.1 0.0 -0.1
H 3.58598 0.44968 2.32999 0.1 -0.5 -0.1
H 2.91172 -1.52704 -0.40030 -0.1 0.2 -0.2
H -0.88121 -0.31841 2.48597 0.0 -0.2 0.3
H 0.61571 -1.93443 -1.14246 -0.1 0.2 0.0
H -2.00750 -2.34027 0.05092 0.1 0.0 -0.4
H -2.05911 -0.70529 -0.74187 0.6 -0.3 -1.2
H -2.44782 -0.83221 0.78454 0.2 -0.4 0.6

---

Entry 3:
75
Properties=species:S:1:pos:R:3:forces:R:3 method="wB97M-V/def2-TZVPD" relative_energy_kcal_mol=0.2 e_tot_ha=-1916.8231 spin_multiplicity=5 homo_ev="-6.51 / -8.34" homo_lumo_gap_ev="6.42 / 6.16"
Pt -1.45175 0.45511 -0.54260 0.3 0.7 -0.4
C -2.45096 0.82272 2.30200 0.6 -0.6 -0.9
N -2.86374 0.44874 0.90708 -1.9 0.5 2.0
C -4.13702 0.34352 0.54994 0.8 0.1 -0.8
C -4.33587 0.28562 -0.85785 0.0 0.2 -1.0
C -5.39120 -0.06467 -1.76117 0.3 0.1 0.7
C -4.84136 -0.11193 -3.05178 0.1 -0.1 0.5
C -3.49279 0.23988 -2.92016 0.6 0.6 0.3
N -3.18038 0.54844 -1.62037 -2.4 -1.3 -1.0
C -1.44399 -0.19838 2.80173 -0.1 -0.6 0.1
C -0.05255 -0.02534 2.97774 -0.7 0.4 0.0
C 0.75104 -1.11121 3.29341 -0.3 -0.8 0.5
C 0.17536 -2.36729 3.59763 -0.1 0.9 -0.1
C -1.19342 -2.51920 3.46618 -0.3 0.4 -0.1
C -1.98759 -1.45844 3.02772 0.8 -0.5 0.0
H -3.33058 0.82749 2.93445 -0.2 0.2 0.2
H -1.97254 1.78418 2.18195 -0.3 0.3 0.4
H -4.99393 0.30806 1.24578 0.7 0.0 -0.1
H -6.44046 -0.23887 -1.49947 0.6 0.0 0.0
H -5.35796 -0.41903 -3.95927 0.2 0.3 0.3
H -2.71238 0.38349 -3.67490 -0.5 -0.2 0.3
H 0.39078 0.97324 2.95657 -0.2 -0.3 -0.4
H 1.82732 -0.98742 3.36950 -0.1 0.1 0.1
H 0.73952 -3.19085 4.01286 0.3 0.1 -0.3
H -1.68282 -3.44530 3.72338 0.1 -0.2 0.0
H -3.02957 -1.66010 2.82714 -0.2 0.2 0.1
C -1.85156 5.91804 0.04485 0.0 0.6 -0.8
C -0.42765 5.57161 0.44952 -0.4 -0.9 0.9
C 0.37959 4.41808 -0.24275 -1.1 0.3 -0.8
C 1.65932 4.35614 0.56215 0.6 0.0 1.0
C 2.82895 3.53544 0.09268 0.0 -0.1 -1.0
C 0.61972 4.68867 -1.72931 0.4 0.6 0.2
O 1.25792 5.63490 -2.14013 -0.1 0.1 0.4
N 0.08967 3.81645 -2.64702 0.1 0.1 -0.3
C -0.52258 2.59512 -2.42109 -0.3 1.3 0.4
O -0.88489 1.93988 -3.36723 0.0 -0.6 0.5
N -0.73706 2.32026 -1.07396 -0.1 -0.4 -0.3
C -0.38772 3.10269 -0.02851 0.7 0.5 1.3
O -0.59862 2.76211 1.14684 0.1 0.2 -1.6
H -2.18717 6.77761 0.65982 0.0 -0.7 -0.1
H -2.52283 5.05751 0.13224 0.0 0.2 0.2
H -1.93388 6.29088 -0.98922 0.2 -0.2 0.2
H -0.50136 5.19146 1.48277 0.1 0.2 -0.2
H 0.18937 6.45155 0.53357 0.3 0.3 -0.4
H 1.37118 3.96209 1.54229 -0.1 0.1 -0.1
H 2.03524 5.35617 0.76129 -0.2 0.3 -0.2
H 2.54850 2.47001 0.01799 0.3 0.3 -0.1
H 3.59641 3.66555 0.85595 0.2 -0.3 -0.2
H 3.20453 3.92256 -0.88908 -0.1 -0.5 0.8
H 0.21910 4.07675 -3.62381 0.0 -0.2 0.4
C -0.20222 -0.96442 -0.65665 0.7 -1.1 -0.1
C 0.59996 -1.88210 -0.69135 0.0 -0.1 0.0
C 1.50757 -2.95796 -0.68040 0.1 -0.1 0.0
C 0.95293 -4.29033 -0.73697 -0.1 -0.3 0.3
C -0.37492 -4.47732 -1.21438 0.7 -1.1 0.2
C -0.87330 -5.78046 -1.35638 0.5 0.1 -0.1
C -0.06090 -6.85193 -0.98098 0.6 0.0 0.3
C 1.19856 -6.67646 -0.36677 -0.6 0.4 -0.5
C 1.70323 -5.39666 -0.23804 -0.6 0.2 -0.2
C 2.91614 -2.63626 -0.56549 0.7 -0.1 0.1
C 3.24703 -1.36634 -0.01886 -0.6 0.1 0.3
C 4.56024 -0.96794 0.14748 0.6 -0.6 -0.6
C 5.57099 -1.85709 -0.25723 0.0 0.1 0.2
C 5.28866 -3.09879 -0.83363 -0.1 0.4 0.5
C 3.97791 -3.51528 -0.97046 -0.8 0.6 0.0
H -0.95045 -3.60824 -1.47672 -0.2 0.1 -0.2
H -1.84573 -6.00482 -1.82269 0.5 0.4 0.4
H -0.36602 -7.86438 -1.16617 -0.4 -0.3 0.0
H 1.78251 -7.53709 -0.04207 -0.2 0.2 0.0
H 2.64136 -5.22287 0.27793 -0.1 0.0 -0.2
H 2.40680 -0.73963 0.34562 0.7 -0.4 -0.4
H 4.85058 0.02073 0.50936 -0.3 -0.4 0.1
H 6.60868 -1.60951 -0.08054 0.0 0.2 -0.1
H 6.11903 -3.73001 -1.12874 -0.1 -0.1 0.0
H 3.75602 -4.48881 -1.41323 0.0 0.4 0.1

---

Entry 4:
37
Properties=species:S:1:pos:R:3:forces:R:3 method="wB97M-V/def2-TZVPD" total_charge=+1 e_tot_ha=-2284.2686 spin_multiplicity=6 homo_ev="-11.97 / -12.73" homo_lumo_gap_ev="7.77 / 5.57"
Ir 0.38327 -2.03292 -0.83094 -1.2 -0.5 0.0
S -0.86961 -3.62213 -2.29762 0.0 0.2 0.7
C -1.79193 -4.51533 -1.17009 0.7 0.7 -0.4
C -2.54153 -5.58954 -1.70052 0.0 -0.1 0.0
N -3.18909 -6.42310 -2.14593 -0.2 -0.4 -0.2
C -1.88578 -4.22466 0.19585 0.5 0.9 0.1
S -1.21717 -2.84789 0.94304 0.2 -0.1 -0.6
C -2.55344 -5.11190 1.06930 -0.1 0.0 -0.1
N -3.04103 -5.82336 1.82218 -0.3 -0.4 0.4
C -1.62118 3.80105 3.66909 -0.1 0.1 0.2
C -0.67943 2.82897 3.04819 0.3 -0.2 -0.2
C 0.29635 3.27348 2.15227 -0.1 -0.2 0.0
C 1.11689 2.37169 1.50640 0.2 0.1 0.0
C 0.97911 1.01610 1.76031 0.4 -0.3 -0.4
C 0.05373 0.54761 2.67745 0.0 -0.2 0.1
C -0.75785 1.46070 3.33125 0.1 0.1 -0.2
S 1.86191 -0.00359 0.60851 -0.1 1.4 0.0
O 3.12624 0.53497 0.23308 0.0 0.0 0.3
O 1.78401 -1.43751 0.90724 -0.2 -0.1 0.4
N 0.79987 0.09565 -0.67029 -0.6 -2.2 1.4
C 1.11456 0.31949 -1.96052 0.9 1.1 -2.3
C 1.88492 1.36774 -2.48073 -0.3 -0.4 0.4
C 2.04824 1.43346 -3.85058 -0.1 -0.2 -0.2
C 1.44626 0.48317 -4.66745 -0.1 0.0 0.2
C 0.72344 -0.54357 -4.07236 0.2 0.0 -0.6
N 0.58539 -0.62796 -2.76483 -0.1 0.2 0.9
H -1.60255 4.75008 3.13976 -0.1 0.0 0.0
H -1.34285 3.98558 4.70676 0.0 0.0 0.1
H -2.63750 3.41178 3.67293 0.0 0.0 0.0
H 0.39606 4.32759 1.94040 0.0 0.1 0.0
H 1.86905 2.68564 0.79974 0.0 0.3 -0.1
H -0.03029 -0.50792 2.88210 0.0 -0.2 0.0
H -1.48075 1.10944 4.05299 -0.1 -0.1 0.0
H 2.34134 2.07577 -1.81213 0.1 0.1 0.1
H 2.64198 2.21842 -4.29242 0.0 0.1 0.0
H 1.53679 0.52841 -5.74051 0.0 0.0 -0.1
H 0.25257 -1.31541 -4.66193 0.0 -0.1 -0.1

---

Entry 5:
121
Properties=species:S:1:pos:R:3:forces:R:3 method="wB97M-V/def2-TZVPD" total_charge=+1 relative_energy_kcal_mol=0.0 e_tot_ha=-3181.8683 spin_multiplicity=1 homo_ev=-10.93 homo_lumo_gap_ev=8.54
C -1.68945 -0.03093 5.47053 0.0 0.0 -0.2
C -2.28973 -0.59250 4.18064 -0.1 0.2 0.1
C -2.29754 0.42810 3.02932 0.1 -0.3 -0.2
C -1.15858 0.20608 2.02326 0.1 0.2 0.3
C -1.24780 1.16600 0.80966 0.1 -0.1 0.1
C -1.47954 0.71564 -0.67760 -0.2 0.0 0.0
P -3.09481 1.61322 -1.23149 0.2 0.3 0.1
C -4.49688 0.45589 -0.95968 -0.1 0.1 0.1
C -2.98991 1.73351 -3.07410 -0.2 -0.1 0.0
C -2.99690 3.20017 -3.53782 -0.1 0.0 0.0
O -0.56237 1.42195 -1.53211 0.1 -0.3 0.0
C 0.83292 1.10879 -1.56314 -0.1 0.2 0.1
C 1.25047 1.01660 -3.04857 0.1 0.0 -0.1
C 1.32758 2.30042 -3.87423 0.0 -0.1 -0.2
O 0.16566 3.08512 -3.66160 0.0 0.0 0.0
P 1.76476 2.57321 -0.85993 0.8 0.0 0.0
N 3.29407 2.69038 -1.15833 -0.5 -0.2 -0.1
C 1.24889 -0.21832 -0.83361 0.2 0.0 -0.1
C 2.12480 -0.10704 0.42012 0.0 -0.3 -0.2
C 2.52520 -1.48924 0.96185 -0.2 0.3 0.2
C 3.67180 -1.39744 1.98690 0.1 0.0 -0.1
C 4.96717 -2.05641 1.49951 0.1 -0.1 0.2
N 5.82113 -1.18807 0.70716 -0.5 0.1 -0.3
C 5.67224 -1.02104 -0.66150 0.3 -0.2 0.1
N 6.23549 -0.02459 -1.22047 -0.4 0.2 0.1
N 4.88550 -2.01208 -1.31133 0.0 0.3 0.0
N 0.08932 -1.13912 -0.48275 0.0 0.2 0.3
C -1.33128 -0.78873 -0.93330 -0.1 -0.1 -0.2
C -2.34649 -1.67182 -0.15348 -0.1 -0.1 0.1
C -1.82388 -3.05368 0.26497 -0.1 -0.1 -0.2
B -1.43791 -1.32977 -2.44345 0.2 0.1 -0.1
O -0.27250 -1.93557 -2.88039 -0.2 0.3 -0.3
O -2.59762 -1.34174 -3.14377 0.1 0.0 0.5
C -3.08015 -2.54570 -3.75269 0.0 0.0 -0.3
H -2.20454 0.89130 5.74896 0.0 -0.1 0.1
H -0.62860 0.20097 5.34072 -0.1 0.0 0.1
H -1.78756 -0.73834 6.29441 0.1 0.0 0.0
H -1.73075 -1.48381 3.87188 -0.1 0.0 0.0
H -3.31525 -0.91538 4.37614 0.1 0.0 0.0
H -2.21256 1.44314 3.42808 -0.1 0.0 -0.1
H -3.24692 0.36919 2.48375 0.0 0.1 0.0
H -0.21224 0.38595 2.54770 0.0 -0.1 0.0
H -1.16930 -0.85975 1.78742 0.1 0.1 -0.1
H -2.02772 1.89837 1.03701 0.0 -0.1 0.0
H -0.33492 1.76287 0.79663 -0.1 0.0 -0.1
H -4.61397 -0.31530 -1.72342 0.1 0.0 0.1
H -4.45485 0.01201 0.03619 0.0 0.0 -0.1
H -5.39008 1.08745 -0.95797 0.0 -0.1 -0.1
H -2.10316 1.22353 -3.44699 0.0 0.0 0.1
H -3.85450 1.19560 -3.47316 0.1 0.0 -0.1
H -2.63872 3.86918 -2.75319 0.1 0.0 -0.1
H -4.00820 3.52192 -3.79676 0.0 0.0 0.1
H -2.36815 3.33301 -4.41773 0.0 0.0 0.0
H 0.56142 0.32998 -3.53869 -0.1 -0.1 0.1
H 2.24703 0.56270 -3.10428 -0.1 0.0 0.0
H 2.24161 2.85767 -3.64461 -0.1 0.0 0.1
H 1.39378 1.99547 -4.92680 0.0 0.0 0.1
H 0.32260 3.96839 -4.01075 0.0 0.0 0.0
H 1.49111 2.50331 0.51959 -0.2 0.2 0.0
H 1.01097 3.68080 -1.26731 -0.2 -0.1 0.1
H 3.72099 1.95173 -1.70117 0.2 0.1 0.1
H 1.84744 -0.77797 -1.55517 -0.2 -0.1 0.0
H 1.61735 0.45900 1.20562 0.1 0.1 0.0
H 3.03616 0.42577 0.13051 -0.1 0.1 0.1
H 2.83222 -2.12661 0.12504 -0.1 0.0 0.1
H 1.66719 -1.95185 1.46709 0.0 -0.1 -0.1
H 3.37812 -1.83877 2.94223 0.0 -0.1 -0.1
H 3.88223 -0.34337 2.20689 0.0 -0.1 0.1
H 5.54562 -2.38644 2.36614 0.0 0.1 -0.1
H 4.73763 -2.95142 0.91923 0.0 0.0 0.1
H 5.97203 -0.28634 1.13911 0.5 -0.1 0.0
H 6.11404 -0.04529 -2.22786 0.1 0.0 0.0
H 5.33415 -2.91876 -1.40811 -0.1 -0.1 0.2
H 4.62680 -1.67112 -2.22641 0.3 -0.1 -0.2
H 0.33574 -2.06814 -0.82009 0.0 0.0 -0.1
H 0.07408 -1.21011 0.53445 0.0 0.1 0.0
H -2.74308 -1.13645 0.70847 0.0 -0.1 0.0
H -3.20913 -1.82134 -0.80381 0.1 0.1 0.0
H -2.66394 -3.73929 0.38235 0.0 0.1 0.1
H -1.18638 -3.50969 -0.50249 0.0 0.0 0.1
H -1.28188 -3.04383 1.21393 0.1 0.0 -0.1
H -0.24375 -2.00131 -3.84340 0.0 -0.4 0.0
H -3.33118 -3.28240 -2.98612 0.0 0.1 0.0
H -3.97921 -2.29203 -4.30996 0.1 0.0 0.0
H -2.34925 -2.97920 -4.43986 0.0 0.0 0.0
C 2.59593 -4.18957 -2.58614 -0.1 0.1 0.0
O 2.58982 -5.30823 -1.69829 0.1 0.0 0.1
C 3.79543 -5.60924 -1.19903 -0.1 -0.1 -0.1
O 4.81049 -4.99737 -1.42662 0.0 0.0 0.1
O 3.68016 -6.68595 -0.44231 0.0 0.1 0.0
C 4.91088 -7.14379 0.14482 0.0 0.0 0.1
H 1.56432 -4.04360 -2.89500 0.0 -0.1 0.0
H 2.96208 -3.30134 -2.06984 0.0 0.0 0.0
H 3.21997 -4.38530 -3.45721 0.0 0.0 0.0
H 5.33158 -6.37582 0.79076 0.0 0.0 0.0
H 5.62675 -7.40331 -0.63173 0.0 0.0 0.0
H 4.64583 -8.02167 0.72378 0.0 0.0 0.0
C -7.77094 2.86515 -1.87916 0.1 0.0 -0.1
O -7.76901 2.69512 -0.45934 0.0 0.0 0.0
C -8.98776 2.70852 0.09220 0.0 0.0 0.0
O -10.02106 2.84538 -0.50510 0.0 0.0 0.0
O -8.85307 2.54272 1.40487 0.0 0.0 0.0
C -10.09310 2.54634 2.12717 0.0 0.0 0.1
H -6.72529 2.83329 -2.17561 0.0 0.0 0.0
H -8.32163 2.06009 -2.36302 0.0 0.0 0.0
H -8.20535 3.82176 -2.16186 0.0 0.0 0.1
H -10.73402 1.73584 1.78647 0.0 0.0 0.0
H -10.60642 3.49639 1.99539 0.0 0.0 0.0
H -9.82345 2.40400 3.16861 0.0 0.0 0.0
C 4.20824 3.17872 1.97811 0.1 0.0 -0.1
O 4.90441 4.06557 2.85491 -0.1 0.0 0.1
C 4.90322 3.67229 4.12868 0.0 0.0 0.0
O 4.38031 2.66942 4.54968 0.0 0.0 0.0
O 5.57033 4.56555 4.84795 0.0 0.0 0.0
C 5.65403 4.26498 6.24675 0.0 0.0 0.0
H 4.29732 3.58077 0.97518 0.0 0.1 0.0
H 4.66577 2.18935 2.00686 0.0 0.0 0.0
H 3.16049 3.10236 2.27286 0.0 0.0 0.0
H 6.16842 3.31882 6.40234 0.0 0.0 0.0
H 4.65959 4.21712 6.68596 0.0 0.0 0.0
H 6.22156 5.07939 6.68483 0.0 0.0 0.0

---

Entry 6:
40
Properties=species:S:1:pos:R:3:forces:R:3 method="wB97M-V/def2-TZVPD" relative_energy_kcal_mol=78.3 smiles=CCN(C)C.O.O.O.O.O.O.O.O e_tot_ha=-825.1792 spin_multiplicity=1 homo_ev=-8.68 homo_lumo_gap_ev=9.13
C -1.50122 -1.08685 0.20676 0.1 -0.4 1.0
C -0.89254 -1.39208 -1.18057 -1.5 -1.9 1.4
N -0.43827 -0.24184 -1.89492 1.6 -0.7 -0.9
C 0.22475 0.88708 -1.17573 -0.1 0.5 1.0
C 0.31386 -0.75614 -3.09586 1.3 1.8 -0.5
H -1.64602 -1.99281 0.87103 -0.5 0.7 -1.3
H -0.95863 -0.48729 0.90870 1.5 0.4 0.0
H -2.35911 -0.40546 0.12225 -0.5 -0.8 -0.3
H -1.78892 -1.75437 -1.70666 0.1 -0.1 -0.3
H -0.29349 -2.39514 -1.20240 0.1 2.0 0.4
H 0.87216 1.39237 -1.92613 -0.3 -0.3 0.8
H 0.81781 0.62016 -0.22710 -0.5 0.0 -1.7
H -0.49547 1.68846 -0.73246 0.7 -1.5 -1.2
H 1.33580 -1.19397 -2.92238 -0.7 0.5 0.5
H -0.11058 -1.46266 -3.80358 -1.2 -0.5 0.9
H 0.45686 0.07150 -3.81495 0.2 0.1 0.6
H -2.71749 -0.17899 -3.81198 -0.1 -0.7 -0.9
H -2.38025 0.30508 -2.40220 -0.2 1.6 -3.2
O -2.59085 0.65515 -3.38501 0.3 -1.1 3.0
H -2.99239 2.39336 -2.42058 0.3 0.0 -0.5
H -4.11468 1.96607 -1.56005 -1.3 -0.3 0.1
O -3.20434 2.18659 -1.51473 0.9 0.8 1.1
H 1.55492 -3.50940 2.42007 0.5 1.9 0.3
H 1.73305 -1.96065 2.99354 -1.0 0.1 1.2
O 1.93035 -2.59485 2.31210 0.2 -2.3 -1.2
H 3.97009 1.78955 0.64777 -1.3 -0.6 0.1
H 2.86505 0.54629 0.67311 1.2 2.0 -0.6
O 3.00416 1.58944 0.67838 0.7 -1.7 -0.2
H 1.94424 0.06305 3.93761 0.4 0.2 0.1
H 0.47157 0.11059 3.69965 0.8 -1.1 0.0
O 1.21607 -0.54638 3.81931 -1.2 1.1 0.1
H 2.42470 -1.30077 1.21631 0.4 -0.9 0.0
H 1.93004 -1.10660 -0.16242 1.0 0.0 0.0
O 2.77842 -1.07288 0.33913 -1.4 0.7 -0.4
H -2.26067 0.69665 2.71346 -0.3 -0.2 -0.1
H -0.84444 1.13903 2.29686 0.1 0.1 0.1
O -1.56482 1.31862 2.91643 0.1 0.0 0.2
H 1.66033 1.55028 1.67524 0.3 1.0 -0.2
H 0.61984 2.64071 2.13959 -0.3 1.4 -0.6
O 1.03009 1.82909 2.35239 -0.3 -1.8 1.2